# 1
The following is a DFT calculation (ωB97M-V/def2-TZVPD) of 3 unconnected molecules or ions with the total composition C24H53FNO14P3S in a non-equilibrium geometry.

The charge is 0. The strongest force on any atom is 7.06 eV Å⁻¹. As for the multiplicity: 1. The HOMO-LUMO gap is 9.300 eV. Its SMILES is N=[PH2][C@H]1C(=O)O[C@@](CCF)(CCCO)[C@@H]1CCCS(=O)(=O)O.CCOP(=O)(OCC)OCC.CCOP(=O)(OCC)OCC.

Geometry as XYZ:
```
97
Properties=species:S:1:pos:R:3:forces:R:3:lowdin_charge:R:1
N -2.1595 -2.0331 2.2371 0.13 -0.06 -0.37 -0.30
P -3.1793 -2.2619 1.0593 0.92 0.35 1.53 0.80
C -2.4105 -3.0310 -0.4434 0.03 1.37 -1.50 -0.25
C -2.7011 -1.9548 -1.5327 -0.78 -1.03 0.40 -0.52
O -3.8002 -1.6689 -1.9420 0.85 0.22 0.05 0.10
O -1.5511 -1.3704 -1.8818 -0.65 0.42 -0.28 0.04
C -0.4141 -2.3114 -1.7469 -1.33 0.57 0.34 -0.31
C -0.5482 -3.1570 -3.0417 1.15 0.10 -0.20 -0.05
C 0.7297 -3.3228 -3.8685 -0.64 -0.55 -0.80 -0.18
F 1.8365 -3.6923 -3.1193 0.01 0.13 0.05 -0.05
C 0.7651 -1.3468 -1.6260 0.49 0.43 0.77 -0.08
C 0.8213 -0.5960 -0.2610 -0.25 -0.97 -0.32 -0.13
C 1.6969 -1.2953 0.7666 0.25 0.83 0.77 -0.26
O 3.0385 -1.4380 0.3051 -0.28 -0.20 -0.17 -0.07
C -0.8632 -3.0707 -0.4744 -0.67 -2.01 1.24 -0.24
C -0.4618 -4.5545 -0.3353 0.39 -0.11 -0.29 -0.16
C 1.0688 -4.7817 -0.3879 -0.60 -0.16 -0.21 -0.19
C 1.6008 -5.8361 0.5865 -0.04 0.87 -0.88 -0.20
S 1.4665 -5.4222 2.3280 1.76 -1.18 1.28 0.58
O 2.6846 -4.7888 2.7494 -0.04 1.10 -0.70 -0.29
O 1.2004 -6.6378 3.0195 -1.13 -0.26 -0.19 -0.27
O 0.2732 -4.4062 2.5761 -0.09 -0.43 -0.50 -0.16
H -2.0889 -1.0567 2.4952 0.09 -0.05 0.10 -0.03
H -4.2210 -3.1142 1.4830 -0.10 0.01 -0.64 0.01
H -3.7590 -1.0394 0.6538 -0.33 -0.48 -0.32 0.02
H -2.8743 -3.9906 -0.6797 -0.14 0.20 -0.07 0.13
H -1.2552 -2.6366 -3.6935 0.11 -0.04 0.02 0.14
H -0.9659 -4.1528 -2.8814 0.00 0.16 0.38 0.12
H 0.5501 -4.1443 -4.5740 0.07 0.09 0.05 0.12
H 0.9598 -2.4574 -4.4954 0.23 0.19 0.51 0.12
H 1.7400 -1.8200 -1.7486 -0.21 -0.12 -0.30 0.11
H 0.6470 -0.5600 -2.3758 0.02 -0.42 -0.30 0.13
H 1.1732 0.4258 -0.4085 0.06 -0.10 0.00 0.12
H -0.1916 -0.5511 0.1539 0.13 0.25 0.05 0.11
H 1.7191 -0.6528 1.6619 -0.15 -0.16 -0.04 0.13
H 1.3082 -2.2674 1.0895 -0.10 0.07 -0.27 0.08
H 3.5083 -1.9119 0.9989 0.16 -0.05 -0.10 0.09
H -0.6045 -2.6511 0.5029 0.54 0.61 -0.52 0.09
H -0.9149 -5.1801 -1.1155 -0.08 0.23 0.03 0.11
H -0.9092 -4.9162 0.5946 0.21 0.11 -0.01 0.11
H 1.2931 -5.1558 -1.3900 0.21 0.10 0.14 0.11
H 1.5949 -3.8254 -0.3191 0.14 -0.21 0.25 0.10
H 1.1801 -6.8177 0.3647 -0.34 0.13 0.51 0.11
H 2.6737 -5.9285 0.3955 -0.02 0.02 0.48 0.11
H 0.6022 -3.5030 2.6984 -0.01 0.03 0.05 0.08
C -5.3046 1.2674 -1.0658 -0.05 0.14 -0.04 -0.09
C -6.4943 0.7129 -0.3038 0.16 -0.08 -0.30 -0.28
O -6.6270 1.3135 0.9871 0.00 0.75 -0.35 -0.20
P -7.2695 2.8042 1.1007 0.77 -4.14 5.67 0.56
O -8.7061 2.6230 0.7580 0.85 2.22 -2.43 -0.22
O -7.3565 2.9357 2.7347 0.09 0.56 -0.47 -0.22
C -8.5637 3.3472 3.3766 -0.17 -0.22 0.22 -0.31
C -9.3040 2.1510 3.9367 0.02 -0.17 0.02 -0.07
O -5.8019 3.5537 1.1169 -1.72 0.91 -2.47 -0.20
C -5.7611 4.9793 0.8696 0.14 0.34 0.20 -0.26
C -6.2564 5.7831 2.0577 -0.24 -0.10 0.04 -0.08
H -5.4592 2.3177 -1.3242 0.01 -0.02 -0.02 0.07
H -5.1455 0.7078 -1.9876 0.00 -0.04 0.04 0.07
H -4.4002 1.2141 -0.4583 0.00 -0.05 -0.01 0.07
H -7.4175 0.8450 -0.8754 -0.03 -0.02 0.07 0.11
H -6.3588 -0.3564 -0.1384 -0.06 0.03 0.13 0.11
H -9.1954 3.9208 2.6980 -0.01 -0.12 -0.09 0.10
H -8.2775 4.0161 4.1923 0.13 -0.02 -0.05 0.11
H -9.4953 1.4076 3.1629 -0.06 0.12 -0.10 0.08
H -10.2569 2.4543 4.3736 0.02 0.01 0.01 0.08
H -8.7062 1.6623 4.7075 0.00 0.06 0.03 0.08
H -6.3396 5.2146 -0.0268 0.06 0.01 -0.02 0.11
H -4.7202 5.2266 0.6647 0.02 -0.20 -0.02 0.12
H -7.3367 5.6808 2.1783 0.01 0.03 0.01 0.07
H -6.0364 6.8424 1.9203 0.04 -0.02 -0.06 0.08
H -5.7912 5.4375 2.9799 0.08 0.01 -0.04 0.09
C 6.2262 -0.1229 1.5849 0.06 0.01 -0.12 -0.08
C 5.2533 0.9359 1.0929 -0.02 -0.30 0.09 -0.28
O 5.9420 2.0846 0.5886 0.43 -0.49 -0.49 -0.20
P 6.6001 2.0161 -0.8961 -0.89 6.13 3.39 0.56
O 5.4381 1.9940 -1.8261 1.46 -2.93 -0.90 -0.22
O 7.0848 3.5782 -1.0488 0.32 -0.58 -0.31 -0.22
C 6.7597 4.3386 -2.2118 -0.20 0.28 0.03 -0.31
C 5.5866 5.2561 -1.9377 -0.11 0.06 0.12 -0.08
O 8.0949 1.6063 -0.3354 -1.17 -2.24 -1.89 -0.20
C 9.0554 1.0757 -1.2788 0.39 0.10 -0.12 -0.26
C 9.6211 2.1503 -2.1889 -0.22 0.11 -0.11 -0.08
H 6.7966 -0.5462 0.7552 -0.04 -0.05 0.03 0.07
H 5.6929 -0.9358 2.0815 -0.01 0.02 0.00 0.07
H 6.9430 0.3086 2.2832 -0.05 0.00 0.05 0.08
H 4.5908 0.5262 0.3277 -0.01 0.06 0.00 0.09
H 4.6326 1.2761 1.9222 0.05 0.18 -0.07 0.12
H 6.5627 3.6893 -3.0652 -0.11 -0.06 0.07 0.10
H 7.6419 4.9352 -2.4583 0.06 -0.06 0.11 0.11
H 4.7259 4.6969 -1.5709 0.02 -0.11 -0.12 0.08
H 5.2953 5.7939 -2.8416 0.02 0.01 0.00 0.08
H 5.8463 5.9833 -1.1669 0.05 0.02 -0.04 0.08
H 8.5951 0.2752 -1.8627 0.04 -0.03 0.03 0.11
H 9.8563 0.6339 -0.6872 -0.13 0.02 0.15 0.12
H 8.8731 2.4895 -2.9084 0.03 0.01 -0.01 0.07
H 10.4722 1.7650 -2.7514 0.00 -0.06 0.05 0.08
H 9.9364 3.0190 -1.6125 0.04 -0.05 0.05 0.09
```
Positions in Å, forces in eV/Å.

=====

# 2
The following is a DFT calculation (ωB97M-V/def2-TZVPD) of a molecular structure, C24H53FeN6O6 in a non-equilibrium geometry.

The charge is +1. The strongest force on any atom is 4.70 eV Å⁻¹. As for the multiplicity: 5. The HOMO-LUMO gap (spin up / spin down) is 7.975 / 8.111 eV. Its expectation value of S² is 6.01.

Geometry as XYZ:
```
90
Properties=species:S:1:pos:R:3:forces:R:3:mulliken_spin:R:1
Fe -0.1389 -0.8219 0.1606 -0.50 -0.51 0.21 3.71
C -1.5130 2.5410 -0.8390 0.61 1.12 0.55 -0.01
C -0.1225 2.7449 -1.4524 1.72 0.07 -1.29 0.01
C 0.2339 4.3033 -1.3167 -1.42 -1.47 -2.83 0.00
C 1.6635 4.5569 -1.7299 -0.55 1.14 -0.44 0.00
C 2.6380 3.8338 -0.8515 0.18 0.97 -0.30 0.00
C 2.3992 2.3298 -0.9386 0.44 -0.02 1.03 0.00
N 0.9592 1.9723 -0.6664 -0.65 1.02 0.50 0.02
O 0.7718 0.5524 -0.6676 0.64 1.50 -1.01 0.10
C 3.2730 1.7723 0.2154 -0.28 -0.46 0.04 0.00
C 2.9514 1.8877 -2.2998 0.87 -2.27 0.77 0.00
C -0.0652 2.3062 -3.0028 0.00 0.75 1.53 0.00
H -1.7098 1.4540 -0.8139 -0.34 0.84 0.02 0.02
H -2.2764 3.1866 -1.3935 0.92 -1.23 0.54 0.00
H -1.4156 3.0149 0.2026 -0.52 -1.05 -1.11 0.00
H 0.0282 4.5549 -0.3202 -0.14 0.67 1.54 0.00
H -0.5356 4.8642 -2.0053 1.44 -0.95 1.30 0.00
H 1.8756 5.6348 -1.7575 -0.04 -0.17 0.13 0.00
H 1.7866 4.2232 -2.7639 -0.02 0.06 0.02 0.00
H 2.6507 4.2698 0.1673 -0.29 -0.50 -0.26 0.00
H 3.6385 4.0778 -1.2670 -0.28 -0.51 0.37 0.00
H 2.9716 2.1268 1.2256 -0.24 -0.21 -0.70 0.00
H 4.2551 2.2229 0.0666 0.24 -0.49 -0.04 0.00
H 3.2991 0.6641 0.2228 0.18 0.58 -0.04 0.00
H 2.8458 2.5767 -3.0879 -0.29 1.03 -0.79 0.00
H 2.3931 0.9869 -2.5773 0.44 -0.09 -0.05 0.00
H 4.0466 1.6231 -2.2853 -1.02 0.23 0.35 0.00
H -0.7882 1.5086 -3.1579 -0.32 0.27 -0.32 0.00
H 0.9034 1.8867 -3.2785 -0.35 0.28 0.15 0.00
H -0.2108 3.2356 -3.5821 -0.39 -0.75 -0.14 0.00
C 0.7349 -1.4516 -3.1337 0.68 1.45 -0.50 0.00
C -0.6836 -1.8514 -2.8924 -0.23 0.66 -0.24 0.00
O -1.3633 -1.2523 -2.0602 -0.29 -0.28 0.46 0.04
N -1.1606 -2.8610 -3.6441 -0.36 -0.51 0.23 0.00
C -2.5206 -3.4703 -3.5168 0.95 2.27 0.40 0.00
H 1.2841 -2.2895 -3.4529 0.88 -1.14 -0.49 0.00
H 1.1946 -1.0537 -2.2291 -0.25 -0.10 0.11 0.00
H 0.9375 -0.6421 -3.8954 -0.88 -0.80 0.60 0.00
H -0.5445 -3.2416 -4.3414 -0.01 -0.04 0.05 0.00
H -2.4908 -4.3347 -4.1573 -0.49 -0.29 -0.03 0.00
H -3.2235 -2.6663 -3.8495 0.13 -1.08 0.17 0.00
H -2.7091 -3.6884 -2.4494 0.04 -0.13 -0.64 0.00
C 3.2944 -2.2016 2.0785 0.59 -0.98 -1.58 0.00
C 2.9033 -2.5519 0.6407 -1.15 0.93 0.37 0.01
O 1.7566 -2.2960 0.2495 0.17 -0.10 -0.07 0.01
N 3.8022 -3.1050 -0.1950 -0.51 -0.46 -0.52 0.00
C 3.3627 -3.5644 -1.5222 0.23 1.93 0.69 0.00
H 2.8245 -2.9382 2.7306 0.07 0.15 0.09 0.00
H 2.9846 -1.1947 2.3146 -0.10 0.15 0.04 0.00
H 4.3719 -2.3202 2.0723 0.27 0.20 0.80 0.00
H 4.7239 -3.3250 0.0889 0.64 -0.10 0.56 0.00
H 4.0888 -3.3289 -2.2842 0.45 0.03 -0.07 0.00
H 2.5118 -2.9146 -1.6765 -0.42 -0.47 -0.52 0.00
H 3.1300 -4.5958 -1.5485 -0.40 -1.04 0.08 0.00
C -0.3019 0.7189 4.2198 -0.64 -1.32 0.48 0.00
C 0.0842 0.6338 2.7837 0.26 -2.39 0.69 0.00
O 0.1425 -0.5043 2.2658 -0.14 -0.92 -0.21 0.06
N 0.4541 1.6407 2.0872 0.39 4.62 0.78 0.01
C 0.4736 3.0813 2.6301 0.31 -0.54 -1.32 0.00
H 0.0989 1.6099 4.6455 0.50 0.32 0.78 0.00
H -0.0245 -0.2666 4.7597 -0.32 1.89 -0.87 0.00
H -1.3961 0.8447 4.2783 0.28 -0.23 -0.05 0.00
H 0.7026 1.5546 1.0950 -0.02 0.17 -0.26 -0.01
H -0.5954 3.4758 2.6884 1.66 -0.35 0.33 0.00
H 1.0687 3.6814 1.8993 -0.95 -0.51 0.04 0.00
H 1.1457 3.2217 3.5126 -1.22 -0.56 -0.15 0.00
C -2.3547 -4.4001 1.0557 0.84 -1.08 1.94 0.00
C -1.4648 -3.2393 1.4140 -1.79 -2.32 2.04 0.00
O -0.9849 -2.6886 0.4744 1.87 2.62 -3.02 0.03
N -1.1470 -2.9600 2.6782 -1.17 -0.81 -0.52 0.00
C -1.7740 -3.4585 3.8686 -0.28 -0.22 0.57 0.00
H -2.6600 -4.9319 1.9786 -0.48 0.27 -0.77 0.00
H -1.6427 -5.1073 0.5966 -0.52 0.29 -0.33 0.00
H -3.1599 -4.1112 0.4003 -0.16 -0.07 -0.13 0.00
H -0.4202 -2.3092 2.7615 1.05 1.46 0.26 0.00
H -1.7663 -2.7050 4.6769 -0.49 -0.03 -0.66 0.00
H -1.1742 -4.2436 4.2785 0.32 -0.85 0.29 0.00
H -2.7745 -3.8817 3.6605 0.49 0.64 0.32 0.00
C -4.1618 -0.4158 -0.5925 2.86 -1.18 0.76 0.00
C -3.3824 0.2226 0.5733 -3.29 -0.09 -1.04 0.00
O -2.2435 -0.0469 0.8320 2.25 -0.17 0.81 0.01
N -4.1631 1.0550 1.2993 0.04 0.21 0.59 0.00
C -3.7278 1.7113 2.5575 0.20 -1.04 -1.41 0.00
H -3.4817 -0.3015 -1.4802 -0.97 -0.26 0.60 0.00
H -5.1008 0.0842 -0.6752 -0.76 -0.28 -0.45 0.00
H -4.1486 -1.5294 -0.2856 -0.58 1.65 -0.87 0.00
H -5.1640 1.0675 1.0873 0.86 0.06 0.11 0.00
H -4.4786 2.4644 2.6955 0.10 0.74 0.48 0.00
H -2.6965 2.1066 2.3751 -0.97 -0.24 0.52 0.00
H -3.7985 0.9752 3.3722 0.41 0.40 -0.06 0.00
```
Positions in Å, forces in eV/Å.

=====

# 3
The following is a DFT calculation (ωB97M-V/def2-TZVPD) of 4 unconnected molecules or ions with the total composition C24H54BrN3 in a non-equilibrium geometry.

The charge is +2. The strongest force on any atom is 2.94 eV Å⁻¹. As for the multiplicity: 1. The HOMO-LUMO gap is 8.989 eV.

Geometry as XYZ:
```
82
Properties=species:S:1:pos:R:3:forces:R:3:lowdin_charge:R:1
C -3.2799 -0.6760 2.0705 0.44 -0.87 -0.60 -0.09
C -2.5640 -1.8533 2.7915 -1.22 0.31 -0.28 -0.23
C -2.3748 -2.9204 1.7712 -0.81 -0.33 -0.73 -0.22
N -1.6803 -4.1426 2.2072 1.65 -1.16 1.10 -0.26
C -0.4460 -3.7519 3.0356 -0.39 -1.91 0.31 0.05
C -2.4920 -5.0993 3.0400 -1.18 0.53 -0.39 -0.11
C -1.7873 -6.4174 3.0498 0.48 -0.55 -0.88 -0.13
C -1.0240 -6.4514 1.6880 0.42 1.53 0.95 -0.11
C -1.2959 -5.0669 1.0725 0.69 0.81 -0.32 -0.09
H -3.5208 0.0601 2.7889 -0.41 0.88 0.79 0.05
H -4.2359 -1.0176 1.5979 0.87 0.30 0.24 0.10
H -2.5906 -0.1985 1.3377 -0.58 -0.55 0.25 0.03
H -3.1575 -2.1697 3.6727 0.41 0.05 -0.39 0.13
H -1.5690 -1.5990 3.0634 0.63 0.90 0.72 0.07
H -1.8591 -2.4900 0.9274 0.72 0.02 -0.17 0.02
H -3.3133 -3.2265 1.3603 -0.86 -0.47 -0.12 0.13
H 0.1802 -4.6701 3.2299 -0.67 1.07 -0.43 0.13
H -0.8558 -3.4325 3.9896 0.28 0.21 0.03 0.10
H 0.1160 -2.9792 2.5507 0.20 0.33 -0.43 0.07
H -2.6603 -4.6901 4.0139 -0.22 0.35 0.53 0.13
H -3.4405 -5.1696 2.4916 0.05 -0.06 0.32 0.15
H -1.0284 -6.4852 3.7942 0.38 0.21 0.90 0.10
H -2.4485 -7.2573 3.2681 -0.15 0.17 -0.42 0.13
H 0.0445 -6.5520 1.9233 -0.33 -0.23 -0.45 0.12
H -1.3424 -7.1890 1.0065 -0.24 -1.02 -0.63 0.10
H -0.4719 -4.5553 0.5635 0.07 -0.43 0.02 0.14
H -2.1200 -5.0757 0.3687 -0.34 -0.05 0.05 0.14
C 4.7381 5.4206 3.0116 0.08 -0.40 -0.35 -0.07
C 4.1799 3.9706 2.8154 0.06 0.28 0.58 -0.21
C 2.9593 4.0210 1.9112 -0.64 0.29 -0.19 -0.14
N 2.3945 2.7041 1.5155 -1.81 -2.31 0.26 -0.28
C 3.2686 1.8631 0.6728 1.50 -0.07 0.01 -0.01
C 1.1514 2.8648 0.6890 0.02 1.02 -0.64 -0.18
C 0.0177 3.0923 1.6445 -1.01 0.35 0.30 -0.15
C 0.2815 2.0391 2.7866 0.44 -0.06 -1.93 -0.11
C 1.8346 1.8648 2.7810 0.58 1.30 -0.88 0.00
H 3.9688 6.1387 3.3118 -0.21 -0.28 -0.31 0.08
H 5.2539 5.8003 2.1316 -0.28 -0.04 -0.28 0.08
H 5.4769 5.5215 3.7904 0.26 -0.56 0.40 0.07
H 3.9008 3.5979 3.8030 -0.04 0.05 0.04 0.10
H 4.8828 3.2017 2.4229 -0.02 0.98 0.15 0.12
H 3.2742 4.4138 0.9339 -0.33 0.60 0.38 0.14
H 2.0561 4.5512 2.3612 1.52 -0.21 -0.62 0.16
H 2.8160 0.9292 0.3504 -0.48 -0.03 0.48 0.08
H 4.1872 1.6301 1.2126 -0.02 0.05 -0.15 0.11
H 3.5069 2.3894 -0.2523 0.13 0.31 0.17 0.11
H 1.0868 1.9461 0.0920 -0.54 0.17 0.38 0.07
H 1.2744 3.7192 0.0065 0.21 -0.25 0.13 0.14
H -0.9395 2.9332 1.1023 0.52 -0.15 0.50 0.12
H -0.0529 4.1823 1.9919 0.36 -1.58 -0.21 0.14
H -0.2614 1.0826 2.5496 0.86 0.84 0.10 0.09
H -0.0945 2.4212 3.6889 -0.27 0.37 1.40 0.09
H 2.1514 0.8521 2.5822 -0.03 -0.25 0.12 0.11
H 2.4540 2.3212 3.5730 -0.94 -0.61 0.10 0.11
C 2.8584 0.0059 -3.7186 0.52 -0.85 1.69 -0.10
C 1.6053 0.8642 -3.8707 0.17 -0.46 0.84 -0.23
C 0.4374 0.0198 -4.3944 0.43 -0.31 0.24 -0.13
N -0.9092 0.6573 -4.3280 -0.53 0.53 -0.74 -0.26
C -1.1491 1.0294 -2.9029 -0.30 0.79 -0.81 -0.01
C -2.0849 -0.2563 -4.7206 1.02 0.86 -0.77 -0.08
C -3.2243 0.7234 -5.0463 0.21 -0.80 -0.32 -0.14
C -2.5860 2.1125 -5.2828 -0.45 -0.45 -1.09 -0.15
C -1.0849 1.8977 -5.2499 -0.62 -1.62 -0.47 -0.07
H 3.2227 -0.5277 -4.5700 0.00 0.17 -1.14 0.07
H 2.6681 -0.8468 -3.0255 -0.04 0.72 -0.04 0.09
H 3.7342 0.5583 -3.2971 -0.86 -0.20 -0.37 0.09
H 1.8352 1.6647 -4.5147 0.10 1.15 -0.97 0.10
H 1.4134 1.3046 -2.8679 -0.16 -0.40 -0.62 0.10
H 0.3437 -0.7736 -3.6484 0.14 -0.59 -0.62 0.13
H 0.6376 -0.3304 -5.4334 -0.27 0.07 0.83 0.16
H -0.5576 1.9086 -2.7270 0.08 0.41 0.41 0.09
H -0.7804 0.2217 -2.2979 -0.28 -0.32 0.62 -0.01
H -2.2100 1.2692 -2.7981 0.28 -0.23 0.33 0.11
H -2.3177 -0.9586 -3.9538 0.06 -0.24 0.93 0.13
H -1.7368 -0.8590 -5.5560 -0.08 0.24 -0.35 0.13
H -3.9378 0.7489 -4.2079 0.05 -0.04 -0.63 0.12
H -3.6674 0.3159 -5.9631 -0.44 0.37 0.42 0.12
H -2.9468 2.7647 -4.4860 0.22 0.35 -0.44 0.12
H -2.8154 2.4847 -6.3142 -0.24 0.04 1.21 0.14
H -0.6276 2.7142 -4.7858 1.16 1.11 0.59 0.11
H -0.6764 1.7462 -6.2916 -0.20 -0.34 1.37 0.16
Br 0.0065 -0.8555 0.0988 0.25 0.23 -0.04 -0.22
```
Positions in Å, forces in eV/Å.

=====

no.,E (hartree)
1,-3576.52423
2,-2989.81189
3,-3684.59786